This record from the Open Molecules 2025 dataset describes a 2-piece molecular cluster, C16H17NO overall. The level of theory is ωB97M-V/def2-TZVPD.

Structure (XYZ):
```
35
Properties=species:S:1:pos:R:3
C 3.56 -1.97 -2.04
C 1.80 -2.07 -0.12
C 3.10 -2.30 -0.67
C 1.86 -2.44 1.27
C 3.96 -2.58 0.39
C -0.62 -1.82 0.17
C -0.48 -1.96 1.58
C 0.50 -1.90 -0.66
C 0.76 -2.25 2.09
N 3.20 -2.61 1.56
H -1.55 -1.49 -0.27
H -1.41 -1.91 2.15
H 0.34 -1.94 -1.74
H 1.10 -2.15 3.13
H 3.24 -2.73 -2.77
H 4.61 -1.67 -2.11
H 5.03 -2.65 0.32
H 3.47 -3.26 2.27
H 3.03 -1.07 -2.40
C -3.37 2.83 2.04
C -0.71 1.84 -0.51
C -1.28 2.37 -1.69
C -1.38 2.05 0.66
C -2.66 2.67 0.71
C -2.48 3.03 -1.66
C -3.22 3.14 -0.46
O -0.62 2.12 -2.85
H 0.17 1.21 -0.53
H -1.16 1.57 1.61
H -2.96 3.46 -2.53
H -1.12 2.08 -3.66
H -2.93 2.26 2.85
H -4.45 2.73 1.89
H -4.21 3.57 -0.39
H -3.13 3.85 2.41
```

Calculated values
Total charge: -1
Gap between HOMO and LUMO (alpha / beta), eV: 2.19 / 5.88
Energy above the lowest of the compared OMol25 structures with the same formula, charge and spin, eV: 0.871
HOMO energy (alpha / beta), eV: 0.68 / -3.06
2S+1: 2
Total energy, Ha: -749.8188
Lowest unoccupied orbital energy (alpha / beta), eV: 2.87 / 2.81